# 1
ORCA calculation (the ωB97M-V functional and the def2-TZVPD basis) on a structure of composition C30H50BN5P2PdSe.

```
90
Properties=species:S:1:pos:R:3:lowdin_charge:R:1
Pd -0.11081 -0.11718 0.19778 0.5402
C -2.65446 -1.94320 -1.91600 -0.0894
C -1.44451 -2.86157 -2.15703 -0.6644
C -1.49457 -3.99274 -1.11360 -0.0876
C -1.50736 -3.46149 -3.55838 -0.0807
P 0.03194 -1.75503 -1.82016 1.1505
C -0.08566 -0.53915 -3.22076 -0.2786
N -0.76956 0.60630 -2.71495 -0.0318
B -0.74224 1.00841 -1.34677 -0.5766
N -1.44552 2.25357 -1.30150 -0.0238
C -1.59246 3.09442 -0.15903 -0.2964
P -1.07653 2.10555 1.32367 1.1547
C -2.74208 1.49890 1.97303 -0.6805
C -3.46181 0.82481 0.80099 -0.0937
C -3.63724 2.58011 2.57456 -0.0882
C -2.45263 0.41433 3.02430 -0.1018
C -0.41029 3.50900 2.37744 -0.6761
C 0.94367 3.85703 1.72658 -0.0957
C -1.27349 4.76943 2.45065 -0.0811
C -0.12992 2.97899 3.78850 -0.0835
C -1.86038 2.58902 -2.59131 -0.1590
C -2.54229 3.69420 -3.06321 -0.0179
C -2.81951 3.76375 -4.42931 -0.1048
C -2.41556 2.75285 -5.29226 -0.1046
C -1.71416 1.64204 -4.82082 -0.0169
C -1.44312 1.56678 -3.46780 -0.1606
C 1.68089 -2.55134 -2.21119 -0.6829
C 1.82515 -3.85683 -1.42074 -0.0920
C 2.71688 -1.54718 -1.67252 -0.1064
C 1.92901 -2.81445 -3.69718 -0.0811
H -3.57436 -2.53345 -1.96707 0.0927
H -2.71996 -1.13839 -2.65360 0.0828
H -2.59282 -1.49406 -0.92396 0.0461
H -2.51232 -4.39329 -1.07364 0.0897
H -1.23843 -3.63534 -0.11938 0.0319
H -0.82625 -4.81315 -1.36975 0.0676
H -2.44951 -4.01013 -3.65461 0.0925
H -0.69775 -4.17246 -3.72781 0.0667
H -1.48372 -2.71149 -4.35120 0.0702
H -0.59682 -0.96937 -4.08246 0.0836
H 0.92418 -0.27216 -3.53648 0.0877
H -2.61698 3.45858 -0.04137 0.0924
H -0.94319 3.96691 -0.25727 0.0903
H -3.76148 1.52883 0.02129 0.0845
H -4.35918 0.32434 1.17639 0.0971
H -2.81972 0.06789 0.35112 0.0323
H -3.77619 3.42971 1.90205 0.0743
H -3.24066 2.94699 3.52175 0.0666
H -4.62238 2.15044 2.77893 0.0890
H -1.91631 -0.41872 2.56885 0.0297
H -3.39604 0.02683 3.42105 0.0915
H -1.86351 0.79474 3.86055 0.0624
H 0.82087 4.44212 0.81302 0.0768
H 1.50773 2.95579 1.47963 0.0496
H 1.54091 4.44941 2.42553 0.0902
H -1.68453 5.05616 1.48140 0.0720
H -0.64713 5.59595 2.79854 0.0915
H -2.09688 4.66080 3.14936 0.0633
H 0.51782 2.10027 3.75755 0.0552
H -1.04993 2.70886 4.30933 0.0662
H 0.37549 3.75211 4.37545 0.0925
H -2.85348 4.48819 -2.39462 0.1056
H -3.34995 4.62023 -4.82408 0.0963
H -2.64548 2.82857 -6.34708 0.0966
H -1.39103 0.86280 -5.50121 0.1054
H 1.59772 -3.72126 -0.35955 0.0194
H 2.85755 -4.20875 -1.49680 0.0904
H 1.17480 -4.63872 -1.81349 0.0675
H 2.46716 -1.23506 -0.65742 0.0476
H 2.77456 -0.64845 -2.29469 0.0783
H 3.70596 -2.01282 -1.65380 0.0893
H 1.24667 -3.56523 -4.09532 0.0650
H 2.94840 -3.19505 -3.81951 0.0919
H 1.83864 -1.91540 -4.30955 0.0695
Se 1.19902 -3.86494 2.50474 0.4842
C 0.03352 -2.73262 1.78652 -1.0067
N -0.73159 -1.98331 1.30732 -0.0631
N 4.18005 0.98261 5.20187 0.1168
C 3.38114 0.69113 4.12233 -0.3200
C 2.14685 0.05694 4.27913 -0.0207
C 1.36301 -0.17961 3.16851 -0.1981
N 1.70824 0.16187 1.92350 0.0003
C 2.88415 0.77566 1.78282 -0.1695
C 3.74186 1.06199 2.82461 -0.0199
H 3.99633 0.50706 6.06716 0.0960
H 5.13954 1.22528 5.03358 0.0944
H 1.80877 -0.26368 5.25804 0.1181
H 0.40853 -0.68022 3.28526 0.0791
H 3.15635 1.05399 0.76973 0.1089
H 4.68243 1.56596 2.63551 0.1090
```

The energy relative to the best compared isomer or geometry (same formula, charge and spin) is 28.31 kcal/mol. The value obtained for the total energy is -127456.1031 eV. The HOMO-LUMO gap is 0.2696 Eh. The HOMO energy comes out at -6.99 eV.

---

# 2
ORCA calculation (the ωB97M-V functional and the def2-TZVPD basis) on a structure of composition C30H50BrIrN3O2P.

```
88
Properties=species:S:1:pos:R:3:lowdin_charge:R:1
Ir 0.27772 2.48719 1.57691 1.4396
N -3.93089 2.27745 2.09881 0.2520
C -2.69912 2.33572 1.64161 -0.4973
O -1.72770 1.99337 2.36561 -0.1143
C -2.41352 2.76700 0.22725 -0.1606
C -1.01805 3.33850 0.13485 -0.2476
H -4.10623 1.97351 3.04631 0.1508
H -4.71486 2.57041 1.53676 0.1448
H -3.17960 3.45151 -0.14677 0.1412
H -2.47580 1.85984 -0.38248 0.1069
H -0.92273 4.31530 0.64232 0.0781
H -0.61770 3.38929 -0.87174 0.0575
C 2.46163 -1.57365 4.74574 -0.0109
C 2.66443 -0.64187 3.59155 -0.2299
C 3.88057 -0.54112 2.91359 0.0342
C 4.03516 0.34841 1.85850 -0.0557
C 2.95092 1.12593 1.50778 -0.7361
Br 3.05515 2.41784 0.12248 0.8434
N 1.77276 1.04450 2.13735 -0.1653
C 1.63509 0.18075 3.15378 -0.0749
H 3.35678 -2.16075 4.93542 0.0955
H 1.63678 -2.26078 4.55470 0.0942
H 2.22480 -1.01733 5.65307 0.1035
H 4.71906 -1.15450 3.21884 0.1416
H 4.97546 0.44699 1.33531 0.1266
H 0.65896 0.15993 3.62433 0.1385
O -0.06003 0.48692 -0.13594 -0.3531
P -0.10157 -0.64744 -1.10473 0.9773
C 0.59382 -0.14115 -2.80092 -0.2960
C 0.19929 -1.11872 -3.92675 -0.1698
C -0.58129 -0.41200 -5.03891 -0.1821
C 0.19534 0.78355 -5.57928 -0.1608
C 0.72716 1.68558 -4.45103 -0.1503
C 0.16077 1.30010 -3.07348 -0.2001
C -1.69588 -1.51638 -1.11425 -0.3431
C -2.34843 -1.49437 0.27922 -0.1941
C -3.52965 -2.47182 0.29741 -0.1632
C -4.27226 -2.49147 -1.04623 -0.1727
C -4.13477 -1.14512 -1.74002 -0.1720
C -2.67610 -0.88652 -2.14673 -0.1672
C 1.44266 -1.86654 -0.56133 -0.2057
C 1.89934 -2.82575 -1.62435 -0.1623
C 1.11230 -4.12482 -1.71405 -0.1679
C 0.99813 -4.78457 -0.34535 -0.1675
C 0.33255 -3.84548 0.65222 -0.1681
C 1.06091 -2.51030 0.75947 -0.1753
H 1.67098 -0.15028 -2.61689 0.1212
H -0.37273 -1.97296 -3.55518 0.1014
H 1.11114 -1.54129 -4.35506 0.1274
H -1.55622 -0.08982 -4.66616 0.1018
H -0.78214 -1.12724 -5.83651 0.1323
H -0.45008 1.35418 -6.24710 0.1236
H 1.02981 0.42719 -6.18501 0.1230
H 0.47995 2.73207 -4.63546 0.1247
H 1.81732 1.63317 -4.39488 0.1218
H -0.92603 1.39981 -3.07792 0.1085
H 0.56184 1.95756 -2.30182 0.0869
H -1.49879 -2.55304 -1.40878 0.1140
H -2.68639 -0.47186 0.46628 0.1002
H -1.64515 -1.73002 1.07776 0.0993
H -4.20661 -2.18044 1.10225 0.1222
H -3.17386 -3.47469 0.54321 0.1151
H -5.32115 -2.74020 -0.89127 0.1255
H -3.86996 -3.27326 -1.69668 0.1234
H -4.49116 -0.35306 -1.07492 0.1143
H -4.75675 -1.09454 -2.63379 0.1288
H -2.49820 0.18914 -2.23975 0.0965
H -2.48613 -1.32359 -3.12633 0.1071
H 2.12771 -1.02120 -0.43534 0.1120
H 2.92897 -3.06625 -1.30633 0.1629
H 2.03522 -2.33913 -2.59119 0.1029
H 1.61422 -4.78606 -2.42049 0.1328
H 0.11543 -3.94276 -2.12970 0.1068
H 1.99624 -5.05779 0.01027 0.1297
H 0.43168 -5.71228 -0.41596 0.1295
H 0.29810 -4.29826 1.64481 0.1314
H -0.70842 -3.68674 0.36112 0.0940
H 2.05133 -2.68444 1.21613 0.1480
H 0.56320 -1.80239 1.42619 0.0961
C 3.00452 6.14543 4.85101 -0.0606
C 1.50364 5.84011 4.82246 -0.1790
C 1.17342 4.80183 3.86475 -0.1122
N 0.92887 3.97478 3.10533 0.0706
H 3.18108 6.93000 5.58280 0.0954
H 3.35401 6.49805 3.88317 0.0890
H 3.57988 5.27037 5.14508 0.0871
H 0.91456 6.71750 4.54057 0.1417
H 1.13530 5.49525 5.79246 0.1410
```

The energy relative to the best compared isomer or geometry (same formula, charge and spin) is 0.36 kcal/mol. The value obtained for the total energy is -122629.6389 eV. The expectation value of S² is 8.7636. As for the charge: +3. The HOMO-LUMO gap (spin up / spin down) is 0.3202 / 0.2003 Eh. The HOMO energy (spin up / spin down) comes out at -16.50 / -17.55 eV. The spin multiplicity is 6.

---

F_max readings, ordered: 1.60, 0.85 eV/A